Entry from the Open Molecules 2025 dataset: C18H24FN3O3 in the gas phase (the ωB97M-V functional and the def2-TZVPD basis).

```
49
Properties=species:S:1:pos:R:3:forces:R:3
C 0.60989 -3.62631 -0.16011 0.1 0.1 0.2
C 1.05735 -2.94611 1.13167 0.1 -0.5 -0.2
N 0.57688 -1.57708 1.19825 -0.2 0.0 0.2
C -0.67403 -1.26171 1.67428 -0.5 0.4 0.2
C -1.36857 -2.33566 2.45326 -0.1 0.0 0.1
C -1.20196 -0.02465 1.47268 0.6 0.1 -0.1
C -2.51599 0.49349 1.83800 -0.5 0.0 0.2
O -2.80530 1.66847 1.74431 0.1 -0.2 0.0
O -3.43346 -0.41591 2.24841 0.3 -0.1 -0.2
C -4.71494 0.11543 2.54637 -0.3 0.3 0.0
C -0.38825 1.02711 0.75206 -0.4 0.0 0.1
C -0.84014 1.19659 -0.68674 -0.1 0.2 -0.1
C -0.93873 0.09301 -1.52611 0.0 0.0 0.0
C -1.28177 0.24710 -2.85725 0.0 0.0 0.0
C -1.53261 1.50619 -3.37463 0.0 0.3 0.0
C -1.43394 2.59365 -2.52722 0.0 -0.1 0.0
F -1.67489 3.82799 -3.02102 0.0 -0.1 0.0
C -1.09013 2.46171 -1.19573 -0.1 0.0 -0.1
N 1.01762 0.68169 0.79107 0.2 0.1 0.2
C 1.41759 -0.61317 0.64490 0.8 0.2 -0.1
N 2.52524 -1.02067 0.15487 -0.2 -0.2 0.0
C 3.49209 -0.12334 -0.41733 -0.2 0.2 -0.2
C 2.98393 0.69288 -1.62607 0.2 -0.3 0.0
O 2.50872 1.98479 -1.29012 -0.2 0.1 0.1
C 3.51224 2.96253 -1.16831 0.1 0.1 0.0
H -0.47496 -3.63606 -0.24643 -0.1 0.0 0.0
H 0.96929 -4.65139 -0.18235 0.0 -0.2 -0.1
H 1.02586 -3.09367 -1.01097 0.0 0.0 -0.1
H 2.14631 -2.88926 1.14259 -0.2 -0.1 0.1
H 0.71842 -3.50867 1.99955 0.0 0.1 0.0
H -1.61027 -3.18640 1.81933 0.0 -0.1 0.0
H -2.28852 -1.95526 2.87568 0.1 -0.1 0.0
H -0.72788 -2.67714 3.26542 0.1 -0.1 0.0
H -4.64918 0.83192 3.36792 -0.1 -0.1 -0.1
H -5.33562 -0.73250 2.82560 0.0 0.0 0.0
H -5.12714 0.62404 1.67259 0.0 -0.1 0.1
H -0.51631 1.98440 1.27169 0.0 -0.2 -0.1
H -0.74506 -0.89479 -1.13547 0.0 -0.1 0.1
H -1.35431 -0.61841 -3.49905 0.0 -0.1 -0.1
H -1.80005 1.65087 -4.40936 0.0 0.0 -0.1
H -1.02958 3.33532 -0.56666 0.0 0.1 0.1
H 1.58646 1.35091 0.28276 0.0 -0.1 0.0
H 4.31679 -0.76205 -0.74741 0.0 0.2 0.0
H 3.88701 0.56733 0.34103 0.1 0.0 -0.1
H 2.13239 0.17550 -2.07820 0.1 0.0 0.0
H 3.77890 0.78142 -2.37690 0.0 0.0 0.0
H 4.22139 2.72729 -0.36648 0.0 0.0 0.0
H 3.00310 3.89612 -0.93674 0.1 0.0 0.0
H 4.06612 3.07249 -2.10762 0.0 0.0 0.0
```
Positions in Å, forces in eV/Å.

Summary:
- Energy relative to the best compared isomer or geometry (same formula, charge and spin): 8.08 kJ/mol
- SMILES: CCN1C(C)=C(C(=O)OC)[C@H](c2cccc(F)c2)N/C1=N\CCOC
- Calculated total energy: -1190.148147 Ha
- Molecular weight: 349.41 Da
- Lowest unoccupied orbital energy: 0.810 eV
- E_HOMO: -8.02 eV
- Spin multiplicity: 1
- Gap between HOMO and LUMO: 8.8 eV